A molecular structure, C54H53CdN2O4P3S3Se in a non-equilibrium geometry, computed with wB97M-V/def2-TZVPD.

- HOMO-LUMO gap (eV) = 5.94
- energy relative to the best compared isomer or geometry (same formula, charge and spin) (eV) = 0.1795
- molar mass (g/mol) = 1174.5
- HOMO (hartree) = -0.088
- calculated total energy (eV) = -198317.1091
- LUMO (eV) = 3.55

ORCA input file:
```
! RIJCOSX wB97M-V def2-TZVPD def2/J DEFGRID3
* xyz -2 1
Cd 0.432 -0.370 -0.620
O 0.044 0.455 1.609
P -0.696 0.220 2.883
C -2.257 1.311 2.636
P -3.339 0.672 1.322
O -2.669 -0.179 0.310
C -4.800 -0.144 2.048
C -5.183 -0.122 3.382
C -6.339 -0.776 3.786
C -7.123 -1.444 2.859
C -6.769 -1.436 1.517
C -5.617 -0.781 1.115
C -4.083 2.145 0.555
C -5.294 2.721 0.922
C -5.750 3.846 0.249
C -4.993 4.402 -0.775
C -3.777 3.836 -1.132
C -3.327 2.704 -0.471
C -1.551 -1.348 3.198
C -2.377 -1.495 4.305
C -3.042 -2.692 4.521
C -2.876 -3.745 3.637
C -2.023 -3.609 2.549
C -1.364 -2.415 2.325
C -0.139 1.189 4.328
C 0.310 2.477 4.044
C 0.731 3.308 5.072
C 0.690 2.867 6.385
C 0.243 1.583 6.668
C -0.166 0.743 5.646
H -1.873 2.256 2.239
H -2.827 1.513 3.543
H -4.580 0.405 4.109
H -6.625 -0.769 4.831
H -8.013 -1.970 3.184
H -7.390 -1.934 0.782
H -5.342 -0.748 0.068
H -5.882 2.292 1.725
H -6.699 4.291 0.524
H -5.354 5.283 -1.292
H -3.169 4.258 -1.921
H -2.397 2.234 -0.759
H -2.492 -0.674 5.004
H -3.685 -2.803 5.386
H -3.406 -4.676 3.799
H -1.861 -4.439 1.874
H -0.688 -2.315 1.486
H 0.346 2.816 3.014
H 1.089 4.305 4.844
H 1.019 3.516 7.188
H 0.220 1.227 7.691
H -0.458 -0.276 5.866
S 1.459 -1.276 3.554
C 0.975 -2.233 4.811
N 0.632 -2.907 5.696
O 0.299 3.336 0.707
H 0.525 2.408 0.867
H 0.305 3.417 -0.257
C -0.440 -1.631 -3.980
P -1.325 -1.285 -2.413
C -2.724 -0.298 -3.079
C -2.145 -2.887 -2.093
C -1.648 -4.095 -2.577
C -2.291 -5.287 -2.280
C -3.441 -5.292 -1.502
C -3.934 -4.095 -1.004
C -3.282 -2.905 -1.288
H 0.494 -2.150 -3.764
H -0.211 -0.674 -4.451
H -1.049 -2.231 -4.657
H -3.264 -0.839 -3.858
H -2.292 0.617 -3.488
H -3.398 -0.007 -2.273
H -0.737 -4.124 -3.160
H -1.887 -6.219 -2.655
H -3.937 -6.226 -1.268
H -4.817 -4.088 -0.374
H -3.635 -1.983 -0.849
S 2.100 -4.947 -1.909
C 1.397 -3.596 -1.372
N 0.837 -2.625 -1.032
C 0.576 1.175 -8.770
C 0.391 1.437 -7.297
C -0.732 2.093 -6.818
C -0.906 2.368 -5.464
C -2.153 3.089 -5.027
C 0.084 1.973 -4.545
Se -0.092 2.345 -2.683
C 1.230 1.302 -5.020
C 2.310 0.864 -4.075
C 1.358 1.046 -6.379
H -0.349 1.359 -9.318
H 0.883 0.142 -8.949
H 1.351 1.826 -9.186
H -1.500 2.412 -7.518
H -2.537 3.719 -5.833
H -1.938 3.701 -4.154
H -2.937 2.382 -4.741
H 1.900 0.250 -3.272
H 2.766 1.731 -3.594
H 3.083 0.296 -4.597
H 2.245 0.528 -6.734
C 9.301 -0.931 0.704
C 9.955 -0.082 1.761
O 11.117 -0.182 2.071
S 8.962 1.127 2.613
C 7.319 0.933 1.948
C 6.466 -0.030 2.478
C 5.193 -0.185 1.962
C 4.752 0.622 0.903
C 5.608 1.615 0.410
C 6.881 1.772 0.929
C 3.467 0.419 0.328
C 2.388 0.251 -0.203
H 10.071 -1.271 0.014
H 8.517 -0.401 0.170
H 8.851 -1.804 1.179
H 6.811 -0.663 3.286
H 4.524 -0.933 2.368
H 5.261 2.252 -0.392
H 7.543 2.534 0.538
*
```

Atomic partial charges in e from the Löwdin method, atoms 1 to 99: 1.181 -0.499 0.627 -0.265 0.719 -0.369 -0.264 -0.090 -0.088 -0.095 -0.080 -0.076 -0.261 -0.081 -0.101 -0.094 -0.063 -0.074 -0.349 -0.117 -0.093 -0.083 -0.058 -0.097 -0.320 -0.070 -0.081 -0.105 -0.086 -0.103 0.060 0.060 0.093 0.100 0.096 0.100 0.104 0.100 0.093 0.095 0.097 0.057 0.099 0.100 0.096 0.107 0.084 0.086 0.101 0.092 0.099 0.080 0.613 -0.916 0.013 -0.111 -0.023 -0.060 -0.254 0.827 -0.267 -0.368 -0.107 -0.088 -0.109 -0.098 -0.104 0.033 0.019 0.051 0.051 -0.020 0.021 0.076 0.099 0.091 0.093 0.059 0.416 -1.043 -0.091 -0.075 -0.298 -0.041 -0.318 -0.106 -0.606 0.543 -0.341 -0.109 -0.038 0.063 0.069 0.070 0.103 0.067 0.012 0.070 0.022

=====

A molecular structure, C42H58As3I2N4O2SbW in a non-equilibrium geometry, computed with wB97M-V/def2-TZVPD.

- HOMO-LUMO gap (alpha / beta) (eV) = 6.42 / 5.97
- energy relative to the best compared isomer or geometry (same formula, charge and spin) (eV) = 0.3248
- molar mass (g/mol) = 1435.1
- HOMO (alpha / beta) (hartree) = -0.446 / -0.465
- <S²> = 2.027
- calculated total energy (eV) = -261618.1201
- LUMO (alpha / beta) (eV) = -5.72 / -6.69

ORCA input file:
```
! RIJCOSX wB97M-V def2-TZVPD def2/J DEFGRID3
* xyz 2 3
W 0.563 -1.019 -0.192
C -3.004 1.201 -3.980
C -2.061 2.233 -3.435
C -1.986 3.505 -4.008
C -1.121 4.440 -3.480
C -0.356 4.094 -2.370
C -0.506 2.817 -1.854
N -1.314 1.895 -2.381
Sb 0.556 2.230 -0.082
C -0.865 2.889 1.355
C -1.627 4.031 1.164
C -2.488 4.417 2.181
C -2.569 3.633 3.315
C -1.768 2.497 3.429
C -1.832 1.631 4.653
N -0.904 2.148 2.468
C 2.207 -0.143 -1.319
C 3.357 0.463 -1.788
C 3.367 0.802 -3.141
C 2.273 0.550 -3.956
C 1.141 -0.063 -3.426
C -0.083 -0.384 -4.213
N 1.202 -0.402 -2.136
H -2.780 0.969 -5.023
H -4.031 1.569 -3.951
H -2.948 0.292 -3.385
H -2.605 3.744 -4.863
H -1.041 5.427 -3.917
H 0.329 4.803 -1.923
H -1.564 4.590 0.240
H -3.098 5.305 2.080
H -3.245 3.890 4.119
H -1.070 1.933 5.376
H -1.659 0.588 4.390
H -2.801 1.713 5.144
H 4.201 0.698 -1.161
H 4.242 1.284 -3.561
H 2.282 0.833 -4.999
H -0.354 0.461 -4.845
H -0.907 -0.607 -3.540
H 0.098 -1.242 -4.863
I -4.110 1.328 -0.051
C -3.297 -0.081 1.224
C -4.105 -0.612 2.254
C -3.666 -1.614 3.073
I -4.923 -2.313 4.578
C -2.369 -2.163 2.880
C -1.821 -3.237 3.609
C -0.566 -3.694 3.308
C 0.156 -3.080 2.282
N -0.314 -2.069 1.577
C -1.567 -1.604 1.863
C -2.020 -0.549 1.038
O -1.178 -0.110 0.101
H -5.102 -0.213 2.382
H -2.402 -3.697 4.398
H -0.124 -4.519 3.848
H 1.150 -3.421 2.044
C 1.093 -0.345 3.751
As 2.037 -0.312 2.051
C 2.811 1.448 2.353
C 3.480 -1.579 2.496
C 4.694 -1.743 1.571
C 5.240 -0.352 1.227
C 4.406 -2.498 0.245
As 2.577 -2.865 -0.360
C 2.360 -4.690 0.283
C 2.901 -3.201 -2.239
C 5.832 -2.441 2.354
As 5.894 -4.205 3.278
C 4.087 -4.489 4.007
C 5.802 -5.481 1.789
H 0.469 -1.220 3.902
H 0.471 0.547 3.773
H 1.842 -0.295 4.540
H 3.484 1.362 3.207
H 1.991 2.114 2.620
H 3.349 1.848 1.500
H 2.993 -2.536 2.685
H 3.831 -1.226 3.470
H 5.497 0.202 2.131
H 4.507 0.230 0.674
H 6.142 -0.435 0.618
H 4.864 -3.488 0.269
H 4.876 -1.966 -0.585
H 2.998 -5.329 -0.327
H 1.332 -5.028 0.205
H 2.689 -4.763 1.317
H 3.682 -3.953 -2.344
H 3.214 -2.281 -2.731
H 1.980 -3.558 -2.696
H 6.139 -1.755 3.149
H 6.702 -2.504 1.691
H 3.826 -3.688 4.698
H 4.131 -5.417 4.577
H 3.307 -4.595 3.253
H 6.634 -5.299 1.108
H 4.867 -5.468 1.235
H 5.935 -6.476 2.211
C -1.136 -3.848 -2.823
C -1.437 -3.311 -1.429
C -2.766 -2.559 -1.440
C -1.479 -4.455 -0.431
O -0.380 -2.376 -1.117
H -1.838 -4.641 -3.079
H -0.127 -4.260 -2.866
H -1.225 -3.060 -3.570
H -3.517 -3.151 -1.964
H -2.656 -1.604 -1.959
H -3.135 -2.371 -0.432
H -2.319 -5.105 -0.678
H -1.625 -4.102 0.589
H -0.574 -5.058 -0.491
*
```

Atomic partial charges in e from the Löwdin method, atoms 1 to 99: 1.341 -0.045 -0.348 -0.007 -0.042 -0.120 -0.491 0.061 1.526 -0.508 -0.123 -0.047 -0.006 -0.319 -0.021 0.062 -0.488 -0.087 -0.016 0.014 -0.278 -0.006 -0.079 0.089 0.090 0.049 0.125 0.119 0.100 0.095 0.121 0.124 0.095 0.058 0.088 0.087 0.126 0.131 0.090 0.056 0.103 1.070 -0.637 -0.200 -0.666 1.006 -0.200 0.000 -0.012 -0.166 -0.069 -0.168 -0.430 -0.373 0.088 0.079 0.126 0.060 -0.231 1.111 -0.309 -0.325 -0.627 -0.075 -0.263 1.139 -0.243 -0.230 -0.381 1.165 -0.348 -0.341 0.020 -0.004 0.055 0.051 0.009 0.011 0.034 0.092 0.097 0.026 0.104 0.060 0.081 0.049 0.014 0.001 0.052 0.027 0.024 0.063 0.077 0.019 0.025 -0.019 0.027 -0.018 0.026

=====

A molecular structure, C16H24F2N5S4SbTi, computed with wB97M-V/def2-TZVPD.

- HOMO-LUMO gap (alpha / beta) (eV) = 4.61 / 4.62
- energy relative to the best compared isomer or geometry (same formula, charge and spin) (eV) = 1.1008
- molar mass (g/mol) = 622.3
- HOMO (alpha / beta) (hartree) = -0.005 / -0.005
- calculated total energy (eV) = -102863.8538
- LUMO (alpha / beta) (eV) = 4.48 / 4.48

ORCA input file:
```
! RIJCOSX wB97M-V def2-TZVPD def2/J DEFGRID3
* xyz -2 1
Ti 0.884 0.727 0.164
C -2.143 1.660 -2.933
C -1.111 1.060 -2.028
N -1.133 1.126 -0.717
C -2.384 1.546 -0.094
C -2.207 2.189 1.262
N -1.476 1.348 2.195
C -2.286 0.499 3.060
C -2.180 -0.964 2.662
N -0.801 -1.361 2.854
C -0.364 -2.532 2.122
C 1.097 -2.376 1.726
N 1.202 -1.508 0.550
C 1.781 -2.038 -0.522
C 2.635 -3.274 -0.491
C 1.520 -1.370 -1.744
C 1.791 -1.752 -3.032
C 1.177 -1.086 -4.104
C 0.212 -0.101 -3.837
C -0.035 0.284 -2.547
N 0.751 -0.234 -1.518
H -3.095 1.123 -2.874
H -1.796 1.631 -3.963
H -2.323 2.707 -2.684
H -3.017 0.652 0.014
H -2.946 2.242 -0.723
H -3.204 2.437 1.658
H -1.641 3.106 1.132
H -0.775 1.875 2.696
H -3.330 0.834 3.034
H -1.934 0.588 4.092
H -2.510 -1.068 1.614
H -2.848 -1.580 3.278
H -0.226 -0.564 2.601
H -0.935 -2.673 1.191
H -0.506 -3.431 2.734
H 1.491 -3.369 1.515
H 1.664 -1.961 2.562
H 3.301 -3.266 0.373
H 3.258 -3.309 -1.384
H 2.049 -4.197 -0.454
H 2.443 -2.597 -3.224
H 1.391 -1.379 -5.123
H -0.339 0.346 -4.654
S 1.879 6.020 -1.778
Sb 0.989 3.884 -1.793
S 3.190 1.164 -0.568
S 0.882 3.176 0.536
S 2.860 2.250 -2.329
F 1.285 0.939 3.172
C 2.103 0.897 1.987
F 3.014 -0.128 2.307
H 2.695 1.806 2.031
*
```

Listed below, in e, are the Löwdin charges computed for each atom: 0.521 -0.054 -0.362 -0.050 -0.218 -0.266 -0.068 -0.219 -0.243 -0.058 -0.232 -0.213 -0.015 -0.310 -0.042 -0.302 -0.038 -0.105 -0.050 -0.288 -0.128 0.080 0.061 0.066 0.113 0.100 0.104 0.044 0.081 0.102 0.116 0.103 0.105 0.057 0.112 0.101 0.087 0.110 0.080 0.065 0.077 0.096 0.073 0.096 -0.521 0.177 0.034 -0.032 -0.183 -0.146 -0.511 -0.123 0.015

=====

A molecular structure, C8H18F6LiNO10S2 in a non-equilibrium geometry, computed with wB97M-V/def2-TZVPD.

- HOMO-LUMO gap (eV) = 9.56
- energy relative to the best compared isomer or geometry (same formula, charge and spin) (eV) = 0.0000
- molar mass (g/mol) = 473.3
- HOMO (hartree) = -0.365
- calculated total energy (eV) = -68733.5865
- LUMO (eV) = -0.37

ORCA input file:
```
! RIJCOSX wB97M-V def2-TZVPD def2/J DEFGRID3
* xyz 0 1
Li 28.160 -8.067 6.078
C 30.739 -10.153 4.720
F 31.325 -11.343 4.737
F 31.454 -9.323 3.948
F 29.514 -10.280 4.198
S 30.664 -9.530 6.442
O 29.593 -10.280 7.044
O 31.961 -9.698 6.965
N 30.105 -8.018 6.196
S 31.099 -6.952 6.894
O 31.072 -7.054 8.323
O 32.363 -6.822 6.248
C 30.214 -5.364 6.508
F 29.301 -5.091 7.454
F 31.107 -4.378 6.478
F 29.583 -5.419 5.318
C 27.487 -7.960 8.703
C 26.193 -8.153 9.460
O 25.488 -6.935 9.530
O 27.243 -7.171 7.500
H 27.964 -8.894 8.404
H 28.231 -7.420 9.301
H 26.386 -8.564 10.453
H 25.602 -8.937 8.962
H 24.661 -7.023 9.052
H 26.648 -6.460 7.763
C 25.686 -9.971 5.613
C 25.295 -10.177 4.185
O 26.174 -11.175 3.684
O 27.078 -9.794 5.748
H 25.328 -10.822 6.211
H 25.180 -9.103 6.043
H 25.354 -9.239 3.613
H 24.249 -10.500 4.117
H 25.836 -11.495 2.843
H 27.482 -10.484 5.203
C 28.223 -7.051 3.059
C 27.965 -8.143 2.070
O 26.662 -7.923 1.508
O 27.487 -7.230 4.263
H 27.979 -6.091 2.600
H 29.281 -7.060 3.323
H 27.993 -9.136 2.530
H 28.708 -8.136 1.266
H 26.210 -8.755 1.359
H 26.570 -6.975 4.132
*
```

Listed below, in e, are the Löwdin charges computed for each atom: 0.604 -0.666 0.157 0.139 0.123 0.582 -0.284 -0.227 -0.361 0.592 -0.268 -0.259 -0.643 0.125 0.150 0.113 -0.183 -0.234 -0.043 -0.153 0.107 0.131 0.127 0.124 0.094 0.090 -0.233 -0.234 -0.049 -0.123 0.132 0.125 0.107 0.129 0.099 0.076 -0.222 -0.223 -0.067 -0.112 0.135 0.119 0.109 0.127 0.073 0.100